A structure of composition C38H30N2O11PSW at a distorted geometry, computed with ωB97M-V/def2-TZVPD.

Calculated values
molar mass = 937.54 g mol⁻¹
charge = -1
HOMO-LUMO gap (alpha / beta) = 0.1946 / 0.2194 Eh
strongest force on any atom = 0.0790 Eh/bohr
expectation value of S² = 2.02
highest occupied orbital energy (alpha / beta) = -0.12869 / -0.15652 hartree
2S+1 = 3

```
84
Properties=species:S:1:pos:R:3:forces:R:3
O -1.493384 0.656667 -4.563556 -0.20 0.33 0.25
H -0.097075 -2.906446 5.354521 -0.02 -0.03 0.05
C -3.464612 -3.428038 -3.426639 -0.37 -0.13 -0.21
C 2.467337 -0.897681 -1.694892 -0.18 0.13 0.03
C 3.918850 -2.785742 -2.005600 -0.02 0.01 -0.02
O -0.273446 0.830757 -2.683282 -0.06 0.17 -0.96
H -0.896000 -3.495848 3.088071 -0.05 -0.07 -0.03
C 3.238311 -1.692668 -2.521653 0.09 -0.12 -0.02
H 4.534911 -3.395235 -2.651299 0.02 -0.08 -0.05
H 4.286347 -3.976067 -0.263753 0.05 -0.06 0.04
C 4.667661 2.711167 0.649375 0.45 0.17 0.19
C 1.623678 -0.620700 3.550643 0.06 -0.02 -0.06
C -3.859922 -0.509481 0.576605 0.13 0.00 0.05
C -2.900271 -0.303260 2.890007 0.04 0.05 -0.23
O 1.798644 4.017881 -0.190404 0.26 0.04 0.12
C -1.515744 -4.592854 -2.627580 -0.43 -0.55 -0.41
C -2.195146 3.608037 -0.937520 0.13 -1.51 -1.34
C 3.791083 -3.102022 -0.663244 0.10 -0.13 -0.07
H 3.944917 -0.640369 2.374251 -0.03 -0.09 0.10
C -1.439101 -1.059806 -1.414564 0.67 2.79 2.31
C 0.285436 -2.004893 2.122170 0.15 0.00 -0.08
O 1.334527 1.787824 -1.072002 1.98 1.20 -0.23
C 3.455988 2.082281 0.449224 -0.66 -0.36 -0.13
O -2.159743 0.027773 -1.345124 0.47 -3.13 -0.25
C -0.061718 2.010781 2.822425 0.00 -0.03 -0.08
C -3.246038 4.337084 -1.473945 0.33 -0.21 0.04
O -0.289115 -0.929926 -0.743345 -2.69 -2.09 -2.22
C -1.057756 -3.442289 -2.016311 0.50 1.20 0.71
C 1.164496 -1.325658 4.650084 0.00 -0.01 0.14
H 1.914114 -0.060550 -2.108931 0.20 -0.15 -0.01
H -3.573802 -1.343861 -0.061901 -0.16 -0.04 -0.05
C -3.755179 3.977953 -2.720305 0.17 -0.18 0.04
C -1.835938 -2.247947 -2.068871 -0.67 -1.75 -1.06
C -2.712378 -4.595702 -3.333119 0.57 0.36 0.39
C 1.201935 -0.962933 2.270084 0.01 0.20 -0.07
H -3.048645 -5.498658 -3.820002 -0.01 -0.09 -0.02
C -1.273036 1.144022 -3.468393 0.70 -0.55 -0.31
H -1.650541 0.467676 4.555714 0.12 0.06 0.21
C -1.430777 3.784336 0.309055 0.71 -0.18 1.45
O -1.618696 4.652191 1.148991 0.05 -0.54 -0.89
C -2.121258 2.229118 -2.864482 0.32 0.51 0.99
O -0.510688 2.825620 0.384174 -0.75 2.09 0.76
C -2.789342 -0.089252 1.539101 -0.12 -0.22 -0.30
N -1.687112 2.506657 -1.594445 -1.98 1.87 -1.32
H -3.493703 2.684676 -4.435003 0.03 -0.10 -0.18
O -4.821227 4.631676 -3.276263 0.43 -0.28 0.14
C 0.269799 -2.369719 4.490534 -0.01 -0.01 0.01
O 0.129220 -3.488574 -1.360412 -0.77 -0.18 -0.46
H -4.384322 -3.431005 -3.993906 -0.05 0.04 -0.01
H -4.149820 0.326512 -0.060735 -0.13 -0.10 -0.08
C -0.171597 -2.705929 3.220528 0.00 -0.02 0.04
H 0.815992 1.982645 2.165591 -0.14 0.11 0.21
H -0.468160 3.022933 2.760081 0.18 -0.05 -0.02
H 0.262638 1.837677 3.849089 0.03 -0.05 0.04
H 6.055600 0.511896 2.795890 0.11 -0.09 0.08
C -1.131116 1.003371 2.504776 -0.03 0.20 0.28
C -3.149594 2.929731 -3.445481 -0.16 0.36 0.34
C -3.049120 -2.279743 -2.802254 0.82 0.22 0.51
H 3.301302 -1.461634 -3.574661 0.01 0.04 -0.09
C 2.375916 -1.182500 -0.331175 0.05 -0.08 -0.02
H -5.118405 5.312086 -2.660610 0.01 -0.03 -0.06
H -3.618810 -1.365985 -2.859239 -0.09 0.09 -0.02
C 5.599815 2.178006 1.527067 -0.35 -0.11 -0.18
H 0.322538 -2.584406 -1.047911 0.26 0.09 0.07
O 3.229631 3.078449 -1.925670 -0.11 -0.42 0.06
H -0.916804 -5.487144 -2.546199 0.09 -0.05 0.00
H -0.080498 -2.249189 1.136089 -0.07 -0.07 0.05
C -1.848193 0.390105 3.503226 0.25 0.12 -0.15
H -4.723619 -0.820643 1.162525 -0.07 0.00 0.03
H 4.864332 3.614153 0.092871 0.12 0.13 -0.01
W -0.559406 1.145185 -0.609790 -0.66 1.02 0.64
H 2.913639 -2.577849 1.212198 0.06 0.02 0.10
H -3.650338 5.165116 -0.909675 0.02 0.10 0.07
S 2.388527 2.848953 -0.779277 -0.34 0.44 -0.03
P 1.545977 0.041677 0.773954 0.75 -1.16 0.63
H 1.490999 -1.044569 5.643013 0.04 0.02 0.03
C 3.135375 0.896285 1.112423 0.13 0.37 0.06
H 6.539882 2.676969 1.702528 0.10 0.08 -0.01
C 5.322827 0.962392 2.144526 0.20 0.23 -0.02
C 3.027205 -2.306899 0.172190 -0.21 0.13 -0.06
H -3.675025 -0.864705 3.375670 -0.27 -0.12 0.04
C 4.123540 0.322276 1.923990 -0.37 0.16 -0.17
N -1.677261 0.698941 1.253832 0.28 0.08 0.66
H 2.300491 0.208841 3.696339 -0.02 0.05 0.03
```
Positions in Å, forces in eV/Å.

Atomic charges from the natural (NBO) analysis, expressed in e, are listed below: number 1, O, carries -0.624; number 2, H, carries 0.204; number 3, C, carries -0.277; number 4, C, carries -0.206; number 5, C, carries -0.213; number 6, O, carries -0.736; number 7, H, carries 0.211; number 8, C, carries -0.193; number 9, H, carries 0.203; number 10, H, carries 0.203; number 11, C, carries -0.174; number 12, C, carries -0.147; number 13, C, carries -0.602; number 14, C, carries -0.325; number 15, O, carries -0.947; number 16, C, carries -0.318; number 17, C, carries 0.113; number 18, C, carries -0.234; number 19, H, carries 0.210; number 20, C, carries 0.831; number 21, C, carries -0.186; number 22, O, carries -0.989; number 23, C, carries -0.303; number 24, O, carries -0.688; number 25, C, carries -0.615; number 26, C, carries -0.285; number 27, O, carries -0.749; number 28, C, carries 0.470; number 29, C, carries -0.235; number 30, H, carries 0.259; number 31, H, carries 0.190; number 32, C, carries 0.342; number 33, C, carries -0.315; number 34, C, carries -0.130; number 35, C, carries -0.384; number 36, H, carries 0.209; number 37, C, carries 0.763; number 38, H, carries 0.200; number 39, C, carries 0.759; number 40, O, carries -0.596; number 41, C, carries 0.136; number 42, O, carries -0.700; number 43, C, carries 0.100; number 44, N, carries -0.479; number 45, H, carries 0.251; number 46, O, carries -0.655; number 47, C, carries -0.207; number 48, O, carries -0.678; number 49, H, carries 0.213; number 50, H, carries 0.207; number 51, C, carries -0.198; number 52, H, carries 0.194; number 53, H, carries 0.243; number 54, H, carries 0.199; number 55, H, carries 0.207; number 56, C, carries 0.144; number 57, C, carries -0.260; number 58, C, carries -0.085; number 59, H, carries 0.213; number 60, C, carries -0.358; number 61, H, carries 0.482; number 62, H, carries 0.237; number 63, C, carries -0.208; number 64, H, carries 0.518; number 65, O, carries -0.957; number 66, H, carries 0.224; number 67, H, carries 0.227; number 68, C, carries -0.331; number 69, H, carries 0.202; number 70, H, carries 0.236; number 71, W, carries 1.907; number 72, H, carries 0.209; number 73, H, carries 0.235; number 74, S, carries 2.432; number 75, P, carries 1.093; number 76, H, carries 0.204; number 77, C, carries -0.346; number 78, H, carries 0.210; number 79, C, carries -0.231; number 80, C, carries -0.162; number 81, H, carries 0.195; number 82, C, carries -0.139; number 83, N, carries -0.632; number 84, H, carries 0.209